# 1
Computed, not measured: a structure of composition C28H22F3N3O4PSW, with ωB97M-V/def2-TZVPD.

Structure (XYZ):
```
63
Properties=species:S:1:pos:R:3:forces:R:3
W 0.16728 0.17064 -0.41050 0.37 0.36 0.11
N -1.38394 -2.66143 2.55077 -0.01 -0.02 0.01
C -1.20798 -1.64449 1.68667 0.09 0.01 -0.23
S -0.52443 -2.01615 0.07437 0.08 0.04 0.44
N -1.53711 -0.43052 1.97887 -0.02 0.04 0.02
N -1.13586 0.46003 1.01870 -0.31 0.18 0.18
C -2.01156 0.93328 0.11486 0.09 -0.12 -0.14
C -1.99880 2.29910 -0.45481 0.06 -0.10 -0.03
C -2.96549 3.25438 -0.16276 0.00 0.04 -0.02
C -2.93196 4.48574 -0.79855 0.01 -0.04 0.02
C -1.95364 4.74511 -1.75220 -0.01 -0.01 0.00
C -1.00325 3.78947 -2.07708 0.08 -0.01 -0.02
C -1.03454 2.56882 -1.42105 -0.13 0.04 0.10
O -0.13269 1.58506 -1.71303 0.35 -0.06 0.17
H -1.38154 -3.60338 2.20125 0.00 -0.01 0.02
H -1.88973 -2.47555 3.40166 -0.01 0.00 0.00
H -2.91779 0.34086 -0.02575 -0.01 -0.01 0.05
H -3.73401 3.03293 0.56698 -0.01 0.01 0.00
H -3.67249 5.23619 -0.56029 0.00 0.01 -0.01
H -1.94112 5.69916 -2.26229 0.00 0.00 0.00
H -0.25633 3.96737 -2.83940 0.00 0.00 0.00
F 1.74161 -1.69724 -4.45986 0.01 -0.01 0.00
C 2.40313 -1.63758 -3.31455 -0.01 0.02 -0.03
F 3.56747 -1.02382 -3.50615 0.02 0.00 -0.01
F 2.63957 -2.88067 -2.88066 0.01 -0.01 0.01
C 1.58835 -0.89598 -2.24798 -0.42 0.16 0.00
O 0.32755 -0.89921 -2.27781 0.18 -0.18 -0.28
O 2.15327 -0.31979 -1.28970 0.06 -0.02 -0.22
O 1.47160 0.93966 0.84753 -0.31 -0.45 -0.13
P 2.98799 1.26288 1.07885 -0.08 0.15 -0.09
C 3.03550 2.42234 2.43005 0.00 -0.03 -0.05
C 2.57245 1.98870 3.67523 0.00 0.03 -0.02
C 2.55536 2.86865 4.74101 -0.01 -0.04 0.00
C 3.00457 4.17339 4.56946 0.00 0.01 0.01
C 3.47216 4.60137 3.33697 0.01 0.01 -0.01
C 3.48890 3.72734 2.25959 0.03 -0.01 0.00
C 3.87202 -0.20328 1.56786 -0.02 0.04 0.01
C 3.33525 -1.47432 1.39094 -0.01 0.00 -0.04
C 4.06600 -2.58368 1.78674 -0.01 0.00 0.00
C 5.32453 -2.42305 2.34821 -0.01 -0.02 0.00
C 5.85924 -1.15391 2.53005 0.00 0.02 0.00
C 5.13151 -0.03968 2.14951 -0.04 -0.01 -0.01
C 3.66685 2.00411 -0.39297 -0.05 0.01 0.02
C 2.90105 2.98236 -1.03218 0.03 -0.04 0.03
C 3.36905 3.55693 -2.20037 -0.01 0.01 -0.01
C 4.59211 3.16015 -2.72641 0.00 0.02 -0.03
C 5.35072 2.18789 -2.09243 0.01 -0.03 0.03
C 4.88949 1.60178 -0.92360 -0.08 0.02 0.02
H 2.22808 0.96934 3.80455 -0.01 0.00 0.01
H 2.19583 2.53896 5.70610 0.00 0.01 0.00
H 2.99308 4.85836 5.40681 0.00 0.00 0.00
H 3.82572 5.61553 3.21111 0.00 0.00 0.00
H 3.85987 4.05712 1.29791 -0.01 0.01 0.01
H 2.35592 -1.60143 0.94658 0.05 -0.02 0.03
H 3.65240 -3.57421 1.65469 0.00 0.00 0.00
H 5.89062 -3.29310 2.65293 0.01 0.00 0.00
H 6.83681 -1.03345 2.97626 0.00 0.00 0.00
H 5.53243 0.95471 2.30946 0.02 -0.01 0.02
H 1.94065 3.27957 -0.62627 -0.01 0.03 -0.02
H 2.78190 4.31187 -2.70550 -0.01 0.00 0.01
H 4.95242 3.61094 -3.64159 0.00 0.00 0.00
H 6.29684 1.87725 -2.51391 0.00 -0.01 0.01
H 5.46347 0.82375 -0.43968 0.04 -0.02 -0.01
```
Forces are in eV/Å.

## Properties
Energy above the lowest of the compared OMol25 structures with the same formula, charge and spin in kcal per mole: 9.0
Highest occupied orbital energy (alpha / beta) in eV: -11.23 / -11.23
Total charge: +1
Orbital gap (alpha / beta) in Ha: 0.27774 / 0.27765
DFT total energy in eV: -72152.9558

Löwdin atomic charge list, values in e, 5 entries: 1.593 0.100 -0.762 0.753 0.037

# 2
Computed, not measured: the molecule C15H21N3O3S at a distorted geometry, with ωB97M-V/def2-TZVPD.

Structure (XYZ):
```
43
Properties=species:S:1:pos:R:3:forces:R:3
O 2.69447 0.41573 -2.09683 -1.80 0.06 0.88
O -1.30920 0.71196 0.41472 -3.43 2.17 -0.92
N 1.69004 0.58147 -1.42028 1.89 0.12 -0.06
O 1.52359 -2.95796 -0.55368 -0.09 -0.27 -0.28
S -1.82181 0.74281 3.37812 2.07 0.32 0.14
C -1.36647 0.93200 5.08099 0.68 -1.27 -0.83
C -0.08830 0.47181 5.27304 -0.29 0.58 -3.12
C 0.66005 0.12319 4.04351 -1.52 -0.07 1.29
C -0.09805 0.25823 2.91746 -0.67 -0.88 -0.46
C 0.29840 -0.33705 1.58690 -1.35 0.38 0.46
N 1.05172 -1.73275 -0.04049 2.24 0.06 0.82
N -0.47982 -0.14901 0.52636 4.74 -1.84 1.89
C 1.02341 -2.59891 2.23041 0.84 -1.72 1.51
C 2.80651 -1.00450 1.52856 -1.57 3.46 -0.99
C -1.46302 -1.59934 -3.55290 -2.02 0.47 0.59
C -1.60201 -0.11758 -3.17181 -1.11 0.04 2.40
C -1.55213 -2.56875 -2.33347 1.00 -0.66 -2.75
C -0.34123 0.57472 -2.60071 -0.83 -0.23 -0.62
C -1.21926 -1.93329 -0.99668 -1.76 -1.60 1.00
C 0.56555 -0.27018 -1.77080 -0.70 -0.59 -1.39
C 1.34056 -1.42941 1.33972 -1.03 0.51 1.50
C -0.04322 -1.00621 -0.59985 -0.08 -1.28 -1.97
H 2.48998 -2.95875 -0.84024 -1.72 1.11 0.50
H -2.07173 1.24626 5.87050 0.45 -0.15 -0.83
H 0.43195 0.50751 6.15471 0.86 -0.02 2.28
H 1.62278 -0.40325 4.08445 -0.40 0.70 -0.08
H 1.59129 -3.43940 1.78670 -0.44 0.07 0.34
H 1.43262 -2.51802 3.30093 -0.76 0.15 -1.56
H -0.04926 -2.87220 2.26186 0.56 0.25 -0.04
H 3.35325 -1.73414 1.01501 1.44 -1.16 -0.10
H 3.09127 -0.73022 2.56021 0.02 -0.68 -0.59
H 2.89437 -0.04228 0.89321 0.17 -1.36 1.03
H -0.62034 -1.76808 -4.15320 1.77 -0.17 -0.48
H -2.25508 -1.80559 -4.29994 -0.02 -0.05 0.62
H -2.02282 0.38390 -4.02347 0.22 0.72 -0.34
H -2.36577 0.00260 -2.35741 0.20 -0.37 -0.84
H -2.59336 -3.02032 -2.29414 1.28 0.59 0.24
H -0.85538 -3.39998 -2.62049 -0.58 0.42 0.64
H -0.38432 1.54187 -2.14057 -1.12 0.58 0.24
H 0.18065 0.71363 -3.48143 1.71 0.77 -1.86
H -1.03301 -2.88015 -0.40103 -0.70 1.39 0.19
H -2.24491 -1.48593 -0.83699 1.50 0.03 1.14
H 0.90968 -1.01428 -2.48765 0.34 -0.62 0.40
```
Forces are in eV/Å.

## Properties
Energy above the lowest of the compared OMol25 structures with the same formula, charge and spin in kcal per mole: 230.3
Highest occupied orbital energy in eV: -7.99
Orbital gap in Ha: 0.28736
DFT total energy in eV: -37335.4106

Löwdin atomic charge list, values in e, 5 entries: 0.034 -0.006 0.035 0.010 0.985

# 3
Computed, not measured: a structure of composition C4H5AgO2 at a distorted geometry, with ωB97M-V/def2-TZVPD.

Structure (XYZ):
```
12
Properties=species:S:1:pos:R:3:forces:R:3
H -0.10909 1.41844 -2.29580 0.70 -0.74 0.69
C 0.15720 1.17132 -1.22938 -0.52 1.83 -1.14
C -0.78086 1.75346 -0.51340 -0.31 -1.34 1.10
O -1.69577 1.95091 0.19632 0.15 0.72 -0.18
Ag -3.23456 3.38154 1.79246 0.10 -0.06 -0.26
H 1.19258 1.23132 -0.88898 -0.28 -0.11 -0.25
O 1.22495 -1.62920 1.93560 0.06 0.34 0.45
C 0.84595 -1.73076 0.78076 -0.43 -1.06 -1.23
C 0.43408 -2.16521 -0.35955 0.26 0.31 0.72
H 1.42671 -0.71867 2.24984 0.15 -0.06 0.05
H -0.64249 -2.19646 -0.56410 0.32 0.02 -0.03
H 1.18129 -2.46669 -1.10377 -0.22 0.13 0.08
```
Forces are in eV/Å.

## Properties
Energy above the lowest of the compared OMol25 structures with the same formula, charge and spin in kcal per mole: 0.0
Highest occupied orbital energy in eV: -16.79
Total charge: +2
Orbital gap in Ha: 0.28334
DFT total energy in eV: -12300.7211

Löwdin atomic charge list, values in e, 5 entries: 0.120 0.028 -0.254 0.082 0.956

# 4
Computed, not measured: a structure of composition C36H25Cl3FGeN6O2STi, with ωB97M-V/def2-TZVPD.

Structure (XYZ):
```
76
Properties=species:S:1:pos:R:3:forces:R:3
Ti -0.04213 -0.95556 0.19400 0.03 -0.55 0.59
C -2.66776 -3.57562 0.20406 -0.04 0.01 -0.08
O -2.18312 -2.26281 -0.16948 0.31 0.16 -0.01
C -3.12628 -1.38993 -0.65146 -0.16 -0.10 -0.03
C -4.21981 -1.75249 -1.42040 0.03 0.05 0.02
C -5.08155 -0.75544 -1.85995 0.02 0.03 0.01
C -4.85562 0.57654 -1.53115 0.03 -0.04 0.03
C -3.76664 0.92710 -0.74857 -0.13 0.00 -0.07
C -2.90740 -0.06816 -0.30798 0.35 0.00 0.21
N -1.74671 0.17529 0.51233 -0.40 0.29 -0.24
N -1.87208 1.24123 1.20721 0.13 -0.04 0.14
C -0.93078 1.69317 2.04362 -0.16 0.33 0.07
C 0.19013 0.92735 2.42944 0.13 -0.42 -0.19
O 0.38270 -0.23392 1.84850 -0.13 0.18 -0.10
C 1.06382 1.35008 3.44556 -0.14 0.19 0.01
C 0.85346 2.57865 4.00407 0.00 -0.08 0.02
C -0.22821 3.42768 3.62623 0.13 0.03 0.09
C -0.38062 4.69471 4.22483 -0.08 -0.03 -0.03
C -1.43293 5.49864 3.87264 -0.02 -0.03 -0.03
C -2.36260 5.05081 2.92110 0.00 0.05 0.04
C -2.23248 3.81990 2.32176 0.00 -0.01 0.03
C -1.15744 2.98820 2.66269 0.00 -0.08 -0.05
H -3.66564 -3.47255 0.62661 0.01 -0.02 -0.01
H -1.98783 -3.96984 0.94982 -0.04 -0.01 -0.01
H -2.68339 -4.22313 -0.67314 -0.01 -0.01 0.04
H -4.40775 -2.78976 -1.66089 -0.02 -0.01 -0.01
H -5.93786 -1.02373 -2.46252 -0.01 0.00 0.00
H -5.53544 1.34244 -1.87608 -0.01 0.00 -0.01
H -3.59580 1.95535 -0.46361 0.02 0.01 0.01
H 1.86776 0.69863 3.75646 0.02 -0.01 -0.02
H 1.52611 2.92711 4.77890 0.01 0.03 0.00
H 0.33493 5.01776 4.96926 0.03 0.00 0.00
H -1.55463 6.47031 4.33018 -0.01 0.00 0.00
H -3.20037 5.68375 2.66022 0.00 0.00 0.00
H -2.96714 3.48768 1.60237 0.02 -0.02 -0.01
S 5.83498 3.91731 0.43582 -0.05 -0.04 0.08
N 5.80573 2.31230 0.57332 -0.12 0.11 -0.10
C 4.56325 1.93487 0.30191 0.22 -0.39 0.12
C 4.09220 0.55719 0.27678 0.17 0.23 0.04
C 4.91934 -0.55151 0.47833 0.01 -0.04 -0.02
C 4.36695 -1.80477 0.37064 -0.09 0.00 -0.03
C 3.00307 -1.93112 0.10907 0.03 -0.03 -0.03
N 2.19306 -0.88530 -0.05550 0.09 -0.06 0.16
C 2.74670 0.34891 0.01041 -0.27 0.07 -0.10
C 1.85386 1.46097 -0.29020 0.02 -0.25 0.01
N 0.58251 1.12123 -0.57993 -0.10 0.02 0.04
C -0.22796 2.07471 -1.03733 0.06 0.02 0.00
C 0.15848 3.40598 -1.15141 -0.04 -0.07 0.00
C 1.43066 3.77088 -0.76910 -0.02 0.00 -0.02
C 2.31028 2.77429 -0.34710 0.26 0.10 0.07
C 3.70371 3.00652 0.00338 -0.36 0.30 -0.11
N 4.29557 4.19278 0.04967 0.08 -0.15 -0.04
H 5.96949 -0.40667 0.69481 0.01 0.02 0.01
H 4.95546 -2.70201 0.49710 0.02 0.00 -0.01
H 2.56379 -2.91404 0.03767 0.02 0.01 0.02
H -1.22709 1.77146 -1.31881 -0.01 0.02 -0.01
H -0.54862 4.13151 -1.52625 0.00 0.02 -0.01
H 1.76659 4.79812 -0.81777 0.02 0.01 0.00
F 0.49538 -6.09682 -4.42820 0.00 -0.10 -0.05
C 0.34651 -4.93206 -3.84184 -0.01 0.05 0.02
C 1.49601 -4.22850 -3.46571 -0.09 0.01 0.00
C 1.33685 -3.01304 -2.86264 -0.07 0.08 0.01
C 0.03555 -2.47201 -2.62091 -0.02 -0.22 -0.04
C -0.13183 -1.15680 -2.14488 -0.05 0.11 -0.39
C -1.10095 -3.26267 -2.98484 0.05 0.10 0.06
C -0.95439 -4.46448 -3.61414 0.11 0.00 0.05
H 2.46613 -4.66014 -3.66726 0.02 0.02 0.01
H 2.20308 -2.42854 -2.58109 0.02 0.00 -0.02
H -1.13266 -0.73764 -2.26220 0.02 0.05 0.06
H 0.67431 -0.46284 -2.35352 0.06 -0.09 0.08
H -2.08564 -2.85441 -2.79944 -0.03 -0.01 -0.04
H -1.79348 -5.06422 -3.93819 -0.02 0.01 -0.01
Cl 2.69198 -5.47156 -0.20193 -0.11 -0.01 -0.04
Ge 0.47335 -5.60907 -0.29784 0.13 -0.19 0.15
Cl 0.08054 -6.49352 1.64850 0.00 0.05 -0.11
Cl 0.29837 -3.03476 1.10396 0.12 0.34 -0.22
```
Forces are in eV/Å.

## Properties
Energy above the lowest of the compared OMol25 structures with the same formula, charge and spin in kcal per mole: 21.0
Expectation value of S²: 0.78
Highest occupied orbital energy (alpha / beta) in eV: -13.51 / -13.51
Total charge: +2
Multiplicity: 2
Orbital gap (alpha / beta) in Ha: 0.23097 / 0.19699
DFT total energy in eV: -181515.6470

Löwdin atomic charge list, values in e, 5 entries: 0.947 -0.048 -0.235 -0.270 0.002